ORCA calculation (ωB97M-V with the def2-TZVPD basis set) on a 3-piece molecular cluster, C34H52INO7 overall in a non-equilibrium geometry.

```
! RIJCOSX wB97M-V def2-TZVPD def2/J DEFGRID3
* xyz 0 1
C -3.903 -4.212 3.751
C -5.208 -3.329 4.292
C -4.766 -1.772 4.591
C -5.231 -0.719 3.379
C -4.714 -1.188 1.892
C -5.205 -0.212 0.664
C -4.894 1.383 0.885
C -3.476 1.846 0.176
C -3.578 3.366 -0.432
C -2.604 4.468 0.346
C -1.073 4.167 -0.191
C 0.115 4.807 0.736
N 0.347 4.119 2.061
C -0.394 2.832 2.344
O -1.494 2.697 3.089
C 0.530 1.730 1.557
C 0.226 0.223 0.988
C 1.450 -0.576 0.177
C 1.010 -2.081 -0.404
C 2.968 0.070 -0.038
C 4.170 -0.753 -0.832
I 3.963 -0.629 -3.048
C 4.401 -2.284 -0.294
C 4.055 -3.455 -1.419
C 3.263 1.597 0.544
C 4.686 2.402 0.415
C 5.405 2.587 1.910
O 6.722 1.938 2.010
C 2.020 2.359 1.293
C 1.862 3.848 1.959
O 2.841 4.685 2.312
H -3.369 -4.797 4.626
H -3.117 -3.512 3.226
H -4.291 -5.035 2.989
H -6.099 -3.451 3.543
H -5.504 -3.819 5.328
H -5.217 -1.454 5.634
H -3.597 -1.763 4.721
H -6.398 -0.590 3.435
H -4.691 0.308 3.651
H -3.533 -1.342 1.837
H -5.179 -2.250 1.687
H -4.757 -0.644 -0.343
H -6.385 -0.355 0.570
H -5.746 1.979 0.334
H -4.935 1.734 2.020
H -3.265 1.060 -0.694
H -2.633 1.682 0.971
H -4.687 3.749 -0.380
H -3.242 3.288 -1.574
H -2.940 5.554 0.034
H -2.675 4.410 1.515
H -0.942 3.015 -0.433
H -0.996 4.711 -1.251
H -0.116 5.950 0.891
H 1.121 4.718 0.099
H -0.847 -0.248 1.131
H 1.147 -2.035 -1.567
H -0.157 -2.244 -0.208
H 1.595 -2.956 0.121
H 5.179 -0.163 -0.597
H 3.718 -2.403 0.675
H 5.512 -2.514 0.060
H 3.003 -3.326 -1.925
H 4.051 -4.549 -0.942
H 4.936 -3.472 -2.225
H 4.412 3.514 0.079
H 5.418 1.995 -0.402
H 5.599 3.753 2.078
H 4.668 2.269 2.794
H 7.161 2.397 2.809
O -2.988 -3.176 -0.984
C -2.397 -4.232 -0.828
C -2.827 -5.558 -1.378
C -1.990 -6.521 -0.574
C -0.760 -5.708 -0.264
O -1.216 -4.361 -0.156
H -2.584 -5.599 -2.443
H -3.895 -5.724 -1.217
H -1.769 -7.453 -1.100
H -2.513 -6.773 0.357
H -0.014 -5.762 -1.063
H -0.295 -6.017 0.677
O 5.828 3.369 -8.191
C 5.289 3.017 -7.155
C 5.257 3.805 -5.881
C 4.833 2.764 -4.876
C 4.004 1.821 -5.708
O 4.586 1.856 -7.010
H 4.517 4.605 -5.974
H 6.242 4.213 -5.645
H 4.289 3.176 -4.022
H 5.718 2.241 -4.493
H 2.959 2.141 -5.783
H 4.034 0.799 -5.318
*
```

Output
SMILES = CCCCCCCCCCCCN1C(=O)c2cc(C)c([C@H](I)CC)c(CCO)c2C1=O.O=C1CCCO1.O=C1CCCO1
highest occupied orbital energy = -9.005 eV
E = -60007.121 eV